This record from OMol25 describes one molecule with the formula C18H19N3OS. The level of theory is ωB97M-V/def2-TZVPD.

Computed properties:
SMILES	COc1ccc(NC(=S)NCCc2c[nH]c3ccccc23)cc1
charge	0

Last column: Löwdin charge in e.
Geometry (Å):
C  -4.3337  -1.5249  -3.5329  -0.092
H  -4.3625  -2.1968  -2.6687  0.095
O  -4.4286  -0.1770  -3.1436  -0.086
C  -3.4568  0.3394  -2.3408  -0.280
C  -2.3528  -0.3593  -1.8672  -0.014
C  -1.4215  0.2698  -1.0575  -0.025
C  -1.5628  1.6109  -0.7178  -0.248
C  -2.6875  2.3018  -1.1733  -0.011
C  -3.6178  1.6769  -1.9711  0.001
H  -4.4872  2.2051  -2.3283  0.120
H  -2.8235  3.3360  -0.8940  0.116
N  -0.6495  2.2734  0.1067  0.038
C  0.7044  2.1419  0.1929  -0.849
N  1.3436  1.4630  -0.7747  0.006
H  0.7986  1.0850  -1.5355  0.132
C  2.7430  1.1275  -0.7303  -0.207
H  3.1403  1.5767  0.1813  0.050
C  2.9590  -0.3938  -0.7193  -0.121
C  2.1337  -1.0525  0.3369  -0.195
C  1.1137  -1.9367  0.1375  -0.084
N  0.5459  -2.2842  1.3348  0.083
C  1.1932  -1.6203  2.3379  -0.210
C  0.9785  -1.6370  3.7100  -0.025
C  1.8016  -0.8566  4.4916  -0.095
C  2.8198  -0.0842  3.9264  -0.096
C  3.0369  -0.0640  2.5682  -0.048
C  2.2106  -0.8332  1.7485  -0.131
H  3.8302  0.5352  2.1492  0.106
H  3.4444  0.5118  4.5748  0.100
H  1.6612  -0.8410  5.5624  0.098
H  0.1937  -2.2401  4.1436  0.105
H  -0.2172  -2.9271  1.4565  0.154
H  0.7610  -2.3696  -0.7811  0.122
H  4.0205  -0.5846  -0.5463  0.119
H  2.6920  -0.8107  -1.6941  0.112
H  3.2538  1.5685  -1.5939  0.123
S  1.4799  2.9130  1.4340  0.646
H  -1.0247  2.9882  0.7150  0.116
H  -0.5984  -0.3032  -0.6569  0.085
H  -2.2088  -1.4009  -2.1082  0.101
H  -3.4233  -1.7143  -4.1114  0.095
H  -5.2029  -1.7120  -4.1613  0.093

This record from OMol25 describes a 5-piece molecular cluster, C18H19N5O4 overall in a non-equilibrium geometry. The level of theory is ωB97M-V/def2-TZVPD.

Computed properties:
SMILES	O=[N+]([O-])c1ccccc1.O=[N+]([O-])c1ccccc1.CC#N.CC#N.CC#N
charge	0

Last column: Löwdin charge in e.
Geometry (Å):
C  2.2585  -2.5318  -0.7878  -0.086
C  3.6073  -2.9690  -0.5157  -0.291
N  4.6808  -3.3292  -0.3154  0.128
H  1.4727  -3.2135  -0.4756  0.039
H  2.1514  -2.2981  -1.8484  0.082
H  2.0509  -1.5837  -0.2802  0.084
C  0.0353  -8.1485  -0.7885  -0.073
C  0.1664  -6.7314  -0.4798  -0.241
N  0.2840  -5.6187  -0.2108  0.153
H  0.6490  -8.7445  -0.1204  0.057
H  0.3831  -8.3075  -1.8130  0.065
H  -0.9968  -8.4904  -0.7988  0.084
C  1.1290  -12.0115  -3.8276  -0.055
C  0.1000  -10.9825  -3.6297  -0.272
N  -0.6731  -10.1640  -3.4377  0.141
H  1.4326  -12.0195  -4.8694  0.083
H  0.7312  -12.9692  -3.5128  0.066
H  1.9660  -11.7150  -3.1958  0.087
C  0.3164  -13.4073  -0.6541  -0.086
C  -0.4021  -12.2769  -0.2628  -0.066
C  0.1417  -11.3836  0.6419  -0.020
C  1.3579  -11.6940  1.2079  -0.143
C  2.0919  -12.8178  0.8548  0.004
C  1.5724  -13.6633  -0.1130  -0.062
N  1.8918  -10.8015  2.2554  -0.357
O  2.8478  -11.1866  2.8729  0.098
O  1.2911  -9.7663  2.4705  0.070
H  -0.2034  -14.0436  -1.3621  0.108
H  -1.3846  -12.0923  -0.6753  0.112
H  -0.4237  -10.5172  0.9451  0.112
H  3.0866  -12.9825  1.2387  0.122
H  2.1365  -14.5076  -0.4904  0.110
C  2.0607  -4.9781  2.8642  -0.070
C  3.0953  -5.0183  3.7852  -0.059
C  3.5673  -3.8427  4.3409  -0.004
C  3.0142  -2.6506  3.9342  -0.158
C  1.9672  -2.5996  3.0413  -0.011
C  1.4643  -3.7757  2.4943  -0.075
N  3.4769  -1.4097  4.5648  -0.355
O  4.5319  -1.4489  5.1521  0.082
O  2.8280  -0.3954  4.3814  0.070
H  1.6738  -5.9046  2.4500  0.096
H  3.4798  -5.9692  4.1253  0.109
H  4.3796  -3.8284  5.0536  0.120
H  1.4743  -1.6478  2.8792  0.119
H  0.6226  -3.7477  1.8198  0.085

This record from OMol25 describes C18H19NO5 as an isolated structure in a non-equilibrium geometry. The level of theory is ωB97M-V/def2-TZVPD.

Computed properties:
charge	0

Last column: Löwdin charge in e.
Geometry (Å):
C  -1.7180  -6.4393  1.8529  -0.099
C  -2.9316  -5.7539  1.4348  -0.124
H  -3.3640  -6.2241  0.6368  0.089
H  -3.5826  -5.6241  2.2348  0.100
O  -2.4811  -4.3155  0.9362  0.056
C  -2.1243  -3.9075  -0.1346  -0.722
O  -2.1125  -4.6570  -0.9878  0.183
C  -1.6170  -2.6047  -0.2888  -0.176
C  -1.1692  -2.1394  -1.5212  -0.004
C  -0.9664  -0.8528  -1.7662  0.107
C  -0.9531  0.1198  -0.4907  -0.165
C  -1.3305  -0.2959  0.6151  -0.052
C  -1.8301  -1.6768  0.5700  0.017
H  -2.1986  -1.9870  1.8448  0.213
H  -1.4745  0.3466  1.3104  0.057
N  -0.7741  1.5573  -0.7991  0.129
C  -0.2144  2.0815  -1.9959  -0.594
O  0.0241  1.6696  -2.9838  0.210
C  0.3302  3.3673  -1.4629  -0.128
O  0.2734  3.8622  -0.0618  -0.112
C  1.5315  3.4571  0.5553  -0.107
C  1.5485  4.3245  1.9290  0.155
C  2.6149  3.9141  2.7861  -0.163
C  3.4345  3.0342  2.4755  -0.103
C  3.6546  2.0519  1.2394  0.157
C  2.3358  2.3506  0.3139  -0.099
O  2.0948  1.7563  -1.0305  -0.199
C  3.0770  0.5685  -1.0328  0.012
H  3.9793  1.0898  -1.2925  0.100
H  2.8714  -0.1204  -0.3984  0.028
H  2.6980  0.1956  -2.0241  0.114
H  4.2171  1.3871  0.8936  -0.029
H  4.3246  2.6688  3.0748  0.116
H  2.6836  4.5116  3.4445  0.012
H  0.8427  4.9850  1.9261  0.036
H  -0.4659  4.1044  -1.7355  0.138
H  1.3559  3.6446  -2.1046  0.204
H  -0.9912  2.1123  0.1451  0.201
H  -0.5773  -0.4801  -2.6386  0.065
H  -1.1762  -2.7487  -2.1427  0.010
H  -2.1169  -7.4288  2.0827  0.075
H  -1.2142  -5.7618  2.8258  0.163
H  -0.9386  -6.3673  0.9443  0.131

This record from OMol25 describes C18H20BrN3O2S2Sc as an isolated structure in a non-equilibrium geometry. The level of theory is ωB97M-V/def2-TZVPD.

Computed properties:
charge	+1

Last column: Löwdin charge in e.
Geometry (Å):
Sc  -0.0144  -0.3155  -0.0074  0.672
O  -1.1224  1.0921  1.2581  -0.212
C  -1.5671  2.3854  0.8378  -0.129
C  -0.9406  2.6821  -0.4901  -0.246
C  -0.7877  3.9905  -0.9073  0.008
C  -0.2595  4.2375  -2.1615  -0.018
C  0.0903  3.1622  -2.9614  -0.022
C  -0.0789  1.8859  -2.4656  -0.110
N  -0.5819  1.6305  -1.2446  0.041
H  -1.5226  0.8445  2.0999  0.089
H  -1.2845  3.1373  1.5710  0.141
H  -2.6530  2.3755  0.7417  0.134
H  -1.0756  4.8013  -0.2501  0.130
H  -0.1159  5.2542  -2.5062  0.124
H  0.5071  3.3026  -3.9501  0.121
H  0.2034  1.0291  -3.0588  0.058
Br  1.1668  -1.3930  -2.4829  0.854
C  2.9024  -0.6323  -2.1323  -0.531
C  3.8687  -0.9001  -3.0473  -0.118
C  5.1631  -0.3811  -2.8269  -0.062
C  5.4128  0.3709  -1.7168  -0.020
C  4.3924  0.6447  -0.7713  -0.157
C  4.6561  1.4248  0.3838  -0.022
C  3.6649  1.6951  1.2789  -0.063
C  2.3616  1.1897  1.0588  -0.136
C  2.0406  0.4006  -0.0238  -0.215
C  3.0803  0.1370  -0.9605  -0.227
H  3.6565  -1.5023  -3.9216  0.106
H  5.9468  -0.5885  -3.5437  0.112
H  6.4048  0.7708  -1.5359  0.120
H  5.6612  1.8019  0.5399  0.119
H  3.8713  2.2916  2.1613  0.110
H  1.6093  1.4297  1.8039  0.076
N  -3.3300  -0.0993  -0.4002  -0.017
N  -2.2584  -1.0020  -0.7368  -0.118
H  -4.2158  -0.5815  -0.4962  0.088
H  -3.3225  0.6351  -1.0968  0.075
H  -2.3797  -1.3530  -1.6804  0.095
H  -2.3287  -1.8134  -0.1350  0.036
C  0.1703  -5.0922  2.4347  -0.061
O  0.1815  -3.7136  2.8662  -0.177
C  0.0998  -2.7436  1.9942  -1.241
S  -0.0669  -3.0247  0.3244  0.616
S  0.1279  -1.1716  2.6113  0.703
H  0.2992  -5.6704  3.3420  0.100
H  0.9858  -5.2793  1.7412  0.087
H  -0.7789  -5.3288  1.9626  0.087

This record from OMol25 describes one molecule with the formula C18H20ClFN2O3 in a non-equilibrium geometry. The level of theory is ωB97M-V/def2-TZVPD.

Computed properties:
SMILES	CC(C)[C@H](NC(=O)c1ccco1)C(=O)N(C)Cc1c(F)cccc1Cl
charge	0

Last column: Löwdin charge in e.
Geometry (Å):
C  1.1287  2.2726  -2.0229  -0.055
H  2.0027  1.6631  -2.2391  0.082
H  1.2216  3.2090  -2.5683  0.081
H  0.2450  1.7499  -2.3809  0.076
C  1.0296  2.5469  -0.5238  -0.362
C  2.3304  3.1451  0.0040  -0.057
H  3.1427  2.4303  -0.0999  0.081
H  2.2412  3.4017  1.0570  0.081
H  2.5854  4.0442  -0.5522  0.078
H  0.2164  3.2610  -0.3542  0.130
C  0.6921  1.2496  0.2522  -0.206
N  1.5908  0.1781  -0.0966  0.128
C  2.4820  -0.3240  0.7875  -0.423
O  2.7160  0.1809  1.8717  0.072
C  3.1876  -1.5238  0.3076  -0.181
C  4.1678  -2.2639  0.9170  0.010
C  4.4862  -3.3080  0.0226  -0.051
C  3.6802  -3.1292  -1.0616  -0.108
O  2.8936  -2.0578  -0.9024  0.053
H  3.5786  -3.6794  -1.9766  0.123
H  5.2117  -4.0822  0.1647  0.102
H  4.5928  -2.0700  1.8797  0.119
H  1.3103  -0.3716  -0.8987  0.139
C  -0.7234  0.7811  -0.0894  -0.412
O  -0.8873  -0.0947  -0.9243  0.084
N  -1.7647  1.3574  0.5420  -0.120
C  -1.7115  2.4371  1.4966  -0.052
H  -2.1841  3.3311  1.0791  0.100
H  -2.2463  2.1502  2.4050  0.077
H  -0.6893  2.6777  1.7653  0.084
C  -3.1058  0.9065  0.1867  -0.089
C  -3.2268  -0.5929  0.1171  -0.172
C  -3.7983  -1.2105  -0.9911  -0.228
C  -3.9324  -2.5803  -1.1043  -0.003
C  -3.4804  -3.3828  -0.0723  -0.073
C  -2.9206  -2.8116  1.0555  -0.107
C  -2.8057  -1.4336  1.1440  -0.585
Cl  -2.1198  -0.7624  2.5789  0.771
H  -2.5717  -3.4276  1.8693  0.103
H  -3.5666  -4.4554  -0.1447  0.107
H  -4.3781  -2.9969  -1.9931  0.118
F  -4.2573  -0.4388  -1.9965  0.071
H  -3.3880  1.3260  -0.7853  0.138
H  -3.7938  1.2852  0.9472  0.134
H  0.8188  1.4128  1.3276  0.141

For reference, E_LUMO by record: 0.0170 -0.0341 -0.0049 -0.1061 0.0257 Ha.
For reference, E_tot by record: -36327.9721 -34608.2048 -30684.4997 -139966.1027 -43353.8788 eV.